{
  "formula": "C40H107N9O11",
  "method": "wB97M-V/def2-TZVPD",
  "elements": ["C", "C", "C", "O", "C", "N", "H", "H", "H", "H", "H", "H", "H", "H", "H", "H", "H", "C", "C", "C", "O", "C", "N", "H", "H", "H", "H", "H", "H", "H", "H", "H", "H", "H", "C", "C", "C", "O", "C", "N", "H", "H", "H", "H", "H", "H", "H", "H", "H", "H", "H", "C", "C", "C", "O", "C", "N", "H", "H", "H", "H", "H", "H", "H", "H", "H", "H", "H", "C", "C", "C", "O", "C", "N", "H", "H", "H", "H", "H", "H", "H", "H", "H", "H", "H", "C", "C", "C", "O", "C", "N", "H", "H", "H", "H", "H", "H", "H", "H", "H", "H", "H", "C", "C", "C", "O", "C", "N", "H", "H", "H", "H", "H", "H", "H", "H", "H", "H", "H", "C", "O", "C", "C", "N", "C", "C", "O", "C", "H", "H", "H", "H", "H", "H", "H", "H", "H", "H", "H", "H", "H", "H", "H", "C", "O", "C", "C", "N", "C", "C", "O", "C", "H", "H", "H", "H", "H", "H", "H", "H", "H", "H", "H", "H", "H", "H", "H"],
  "xyz": [[-3.37314, 1.54782, -1.34971], [-3.58761, 2.49308, -0.18447], [-2.58517, 3.64760, -0.18800], [-2.79829, 4.52036, -1.30622], [-2.00632, 5.70621, -1.29004], [-4.90361, 3.08300, -0.29876], [-2.46508, 0.94952, -1.27495], [-3.55539, 2.00758, -2.32104], [-4.05219, 0.69549, -1.37215], [-3.36888, 1.95062, 0.73531], [-1.56444, 3.31838, -0.38248], [-2.50052, 4.19752, 0.74929], [-1.82559, 6.20553, -0.33815], [-2.40743, 6.48072, -1.94376], [-1.03145, 5.43696, -1.69653], [-4.81868, 3.37093, -1.26312], [-4.90568, 3.94506, 0.22749], [-1.02890, 0.13591, -3.73880], [-2.26683, -0.52612, -4.37493], [-2.51074, -0.25404, -5.89380], [-2.91111, 1.08847, -5.95676], [-3.63436, 1.40362, -7.16251], [-2.07485, -1.96186, -4.12262], [-0.12960, -0.18837, -4.26244], [-0.95472, -0.15085, -2.68981], [-1.16171, 1.21761, -3.75783], [-3.08215, -0.07404, -3.81015], [-3.29625, -0.92541, -6.24068], [-1.65232, -0.50519, -6.51683], [-4.57213, 0.85125, -7.10264], [-3.00610, 1.11720, -8.00592], [-3.93072, 2.43748, -7.33972], [-2.99391, -2.37827, -4.16771], [-1.72044, -2.21131, -3.21033], [-2.46781, -1.25795, 1.16464], [-2.28466, -2.47187, 0.21745], [-3.51421, -2.79092, -0.65473], [-4.46111, -3.47684, 0.12440], [-5.57386, -3.90218, -0.66838], [-1.14319, -2.15862, -0.57563], [-3.37032, -1.54023, 1.70676], [-2.63703, -0.36458, 0.56350], [-1.63446, -1.04315, 1.83358], [-2.05720, -3.38613, 0.76562], [-3.30732, -3.34559, -1.56995], [-3.99280, -1.84780, -0.91850], [-5.93132, -3.08762, -1.29832], [-6.35460, -4.16308, 0.04609], [-5.38225, -4.77817, -1.28808], [-0.42402, -1.80868, 0.04118], [-0.68764, -2.97766, -0.95209], [4.24408, -2.43392, 5.62296], [2.72575, -2.65488, 5.58216], [2.06575, -2.24905, 4.19374], [2.38958, -0.91872, 3.84721], [1.81268, 0.09704, 4.71483], [2.50652, -4.06011, 5.79916], [4.61352, -1.40844, 5.61800], [4.72435, -2.96821, 4.80322], [4.57464, -2.82305, 6.58598], [2.30021, -2.10671, 6.42271], [0.98440, -2.36259, 4.27046], [2.42068, -2.88189, 3.38034], [2.13897, 1.09632, 4.42662], [1.97969, -0.13738, 5.76614], [0.75683, 0.23422, 4.48152], [2.49945, -4.20661, 6.79845], [3.33684, -4.56523, 5.52434], [0.37879, 1.15039, 1.13675], [1.23112, 0.25592, 0.26873], [2.63248, 0.89619, -0.06223], [2.52825, 2.01953, -0.90051], [2.24775, 1.71099, -2.24542], [1.43148, -1.08735, 0.86729], [1.03790, 1.44229, 1.95435], [-0.61067, 0.76567, 1.38384], [0.28687, 2.11174, 0.63134], [0.64556, 0.07710, -0.63307], [3.27504, 0.16805, -0.55724], [3.16359, 1.12533, 0.86163], [3.05298, 1.15564, -2.72635], [2.14158, 2.65122, -2.78653], [1.35102, 1.10916, -2.39304], [1.73894, -1.00285, 1.82562], [2.21076, -1.55818, 0.43011], [7.34220, 1.39878, -4.77001], [5.89863, 1.01542, -4.64597], [5.00023, 2.01862, -5.30211], [3.69339, 1.61388, -5.42992], [2.71781, 2.55105, -5.78852], [5.84910, -0.30066, -5.31488], [7.58775, 2.32785, -4.25558], [7.63962, 1.60249, -5.79867], [7.93277, 0.57381, -4.37156], [5.59073, 0.94149, -3.60298], [5.35576, 2.30527, -6.29182], [5.03671, 2.93295, -4.70985], [2.91966, 3.03045, -6.74640], [2.65004, 3.31015, -5.00925], [1.77267, 2.01031, -5.83762], [4.85742, -0.48766, -5.27370], [6.11320, -0.21289, -6.28579], [1.60061, 5.19273, 0.84514], [3.09274, 5.04685, 0.80937], [3.51594, 4.07318, 1.95699], [3.30623, 4.61255, 3.22932], [3.20278, 3.77766, 4.33694], [3.51026, 4.69422, -0.53580], [1.06851, 4.24181, 0.87202], [1.31542, 5.74267, -0.05171], [1.24307, 5.73116, 1.72284], [3.44086, 6.06741, 0.96872], [4.58713, 3.87192, 1.96927], [2.98668, 3.13503, 1.79013], [3.34016, 4.31029, 5.27797], [3.96630, 3.00108, 4.29146], [2.20266, 3.34466, 4.35561], [3.06858, 3.84150, -0.84865], [4.50812, 4.53967, -0.55779], [-2.72629, 0.87549, 3.73465], [-1.99131, -0.24993, 4.20754], [-1.99670, -0.38196, 5.59307], [-3.21772, -1.05158, 6.15914], [-4.23728, -0.01521, 6.51762], [-5.61040, -0.51973, 6.71086], [-6.25678, -0.67266, 5.38921], [-6.04009, 0.48997, 4.54907], [-6.73482, 0.33713, 3.32226], [-2.50161, 1.73163, 4.37076], [-3.81073, 0.77102, 3.76919], [-2.49564, 1.15266, 2.70603], [-1.56651, 0.44163, 6.16294], [-1.20341, -1.11629, 5.73284], [-2.76714, -1.61482, 6.97636], [-3.57057, -1.74083, 5.39198], [-4.38311, 0.51729, 5.67187], [-6.18477, 0.20715, 7.28518], [-5.67711, -1.47505, 7.23147], [-7.31478, -0.93093, 5.43416], [-5.85145, -1.56832, 4.91845], [-6.54640, 1.24418, 2.74794], [-7.80215, 0.38829, 3.53739], [-6.37573, -0.50814, 2.73517], [-1.40717, -5.74335, -1.39897], [-0.42657, -4.86509, -1.75893], [-0.15907, -4.73598, -3.15243], [0.68036, -3.47239, -3.32095], [2.06829, -3.55420, -2.83497], [2.83211, -2.36291, -2.58019], [3.99127, -2.57627, -1.57110], [3.50203, -3.21388, -0.40085], [4.55564, -3.43115, 0.52875], [-1.52614, -5.69400, -0.31661], [-1.08111, -6.73544, -1.71129], [-2.33347, -5.53931, -1.93604], [-1.07515, -4.65484, -3.73750], [0.37813, -5.61179, -3.51641], [0.13839, -2.72356, -2.74334], [0.62321, -3.19454, -4.37340], [2.13827, -4.14845, -2.02130], [2.19417, -1.62061, -2.10049], [3.21103, -1.96150, -3.52008], [4.44814, -1.62016, -1.31574], [4.82747, -3.09247, -2.04271], [5.33898, -4.08511, 0.14557], [4.13695, -3.92718, 1.40441], [4.97571, -2.47549, 0.84238]],
  "charge": 0,
  "e_above_lowest_kcal_mol": 36.94,
  "smiles": "COC[C@H](C)N.COC[C@H](C)N.COC[C@H](C)N.COC[C@H](C)N.COC[C@H](C)N.COC[C@H](C)N.COC[C@H](C)N.COCCNCCOC.COCCNCCOC"
}

***

{
  "formula": "C20H19FN2O2",
  "method": "wB97M-V/def2-TZVPD",
  "elements": ["O", "O", "F", "C", "C", "C", "C", "C", "C", "C", "C", "C", "C", "C", "C", "C", "C", "N", "N", "C", "C", "C", "C", "C", "C", "H", "H", "H", "H", "H", "H", "H", "H", "H", "H", "H", "H", "H", "H", "H", "H", "H", "H", "H"],
  "xyz": [[-0.74362, 1.39147, -1.06411], [-2.02546, 2.33405, 2.73699], [3.07815, -0.05684, 1.60880], [-1.26811, 0.25200, -0.89567], [-1.50715, 1.48178, 2.08078], [3.57426, -0.28233, -2.07803], [2.93137, 0.81989, -2.73215], [2.93806, -1.48238, -1.95506], [-3.95908, -1.25668, 1.82790], [-3.29366, -0.13226, 2.26876], [1.58699, 0.74896, -3.14340], [1.62466, -1.59353, -2.44003], [-3.74263, -1.90602, 0.58822], [-2.30572, 0.38708, 1.45445], [-2.12225, -0.17489, 0.15819], [0.95048, -0.48783, -2.94171], [-2.75369, -1.34343, -0.25042], [-1.13391, -0.76313, -1.85146], [-0.05696, 1.38927, 2.09806], [-0.53163, -0.61024, -3.20676], [-1.97942, -1.81883, -1.44664], [0.71889, 2.39433, 2.82157], [0.72469, 0.25677, 1.60887], [2.17020, 2.00559, 2.48448], [2.04664, 0.51667, 2.29625], [4.52970, -0.08780, -1.63395], [3.56650, 1.63766, -2.86830], [3.40624, -2.31048, -1.46930], [-4.67968, -1.67239, 2.52011], [-3.65291, 0.26334, 3.19630], [1.10728, 1.61058, -3.69324], [1.11734, -2.48344, -2.24828], [-4.20091, -2.87100, 0.33031], [-0.83495, -1.49123, -3.83499], [-0.87853, 0.34161, -3.62292], [-2.59822, -2.24256, -2.21962], [-1.38334, -2.71572, -1.16206], [0.49043, 2.28922, 3.85821], [0.38575, 3.40950, 2.34987], [0.23407, -0.67298, 1.90235], [1.02117, 0.18896, 0.49093], [2.98386, 2.12870, 3.24609], [2.35182, 2.50808, 1.53150], [2.11327, 0.10047, 3.29906]],
  "charge": 0,
  "smiles": "O=C(c1cccc2c1C(=O)N(Cc1ccccc1)C2)N1CC[C@H](F)C1"
}

***

{
  "formula": "C4H7NO",
  "method": "wB97M-V/def2-TZVPD",
  "elements": ["C", "C", "O", "C", "C", "N", "H", "H", "H", "H", "H", "H", "H"],
  "xyz": [[-1.88076, -0.65768, 0.12502], [-0.57164, -0.07943, -0.36511], [0.11500, 0.48181, 0.74767], [1.39915, 0.94005, 0.44298], [2.22436, -0.12552, -0.17547], [2.77414, -0.99713, -0.69984], [-2.54444, 0.11770, 0.51736], [-2.38657, -1.16850, -0.70045], [-1.68863, -1.38813, 0.91647], [-0.73097, 0.69214, -1.13530], [0.04021, -0.87549, -0.81025], [1.86210, 1.25894, 1.38109], [1.38805, 1.80125, -0.24415]],
  "charge": 0,
  "e_above_lowest_kcal_mol": 35.26,
  "smiles": "CCOCC#N"
}

***

{
  "formula": "C7H16N2O",
  "method": "wB97M-V/def2-TZVPD",
  "elements": ["C", "C", "C", "C", "C", "N", "C", "N", "C", "O", "H", "H", "H", "H", "H", "H", "H", "H", "H", "H", "H", "H", "H", "H", "H", "H"],
  "xyz": [[0.70540, 0.67329, 1.16685], [0.24689, -1.45783, -1.96637], [-0.73889, 0.67857, -2.51032], [1.18355, 0.02714, 2.45117], [1.82058, 0.82401, 0.16472], [-0.30861, -0.21731, -1.45214], [-0.98123, -0.34989, 0.86131], [-1.88273, -0.79720, 1.80582], [-1.28927, -0.40053, -0.44835], [0.06323, 1.87938, 1.31247], [-0.73814, 1.64477, 1.82979], [-1.96962, -0.25860, 2.65193], [-2.76269, -1.18206, 1.48325], [-2.28687, -0.70711, -0.79148], [-0.48305, -2.04016, -2.55058], [1.10962, -1.23327, -2.59459], [-1.55138, 0.25153, -3.12015], [0.10533, 0.89339, -3.16847], [-1.08446, 1.61281, -2.06923], [0.57755, -2.07181, -1.12873], [2.04527, 0.58715, 2.83595], [2.65113, 1.36699, 0.62965], [1.50346, -0.99348, 2.25967], [0.39780, -0.00400, 3.19916], [1.50405, 1.42621, -0.68103], [2.16308, -0.15201, -0.17030]],
  "charge": 0,
  "e_above_lowest_kcal_mol": 92.89
}

***

{
  "formula": "C4H6IN3",
  "method": "wB97M-V/def2-TZVPD",
  "elements": ["C", "C", "C", "C", "N", "N", "N", "I", "H", "H", "H", "H", "H", "H"],
  "xyz": [[1.28136, -1.71819, 0.43708], [0.36872, 0.28932, 0.16904], [-0.51680, -0.72272, -0.06767], [0.27313, 1.72297, 0.00031], [0.04417, -1.92871, 0.06822], [1.55974, -0.34122, 0.53267], [-2.15535, -0.45103, -1.02002], [-3.34316, 0.36919, 0.33997], [1.88481, -2.60407, 0.55665], [-0.66839, 2.13151, 0.08270], [0.82481, 2.39141, 0.52432], [0.38996, 2.08169, -0.97415], [2.40097, 0.21058, 0.53544], [-2.34396, -1.43074, -1.18457]],
  "charge": 0,
  "e_above_lowest_kcal_mol": 40.77
}

***

Results for orbital gap: 0.3275 0.3246 0.4288 0.3077 0.3288 (in hartree, following the order of the records).